1.
Here is an isolated molecule of CClFN2O4 at a distorted geometry from OMol25. Energies are from ωB97M-V with the def2-TZVPD basis set.

The energy relative to the best compared isomer or geometry (same formula, charge and spin) is 0.0 kJ/mol. The value obtained for the total energy is -1008.4059 a.u. The SMILES is O=[N+]([O-])C(F)(Cl)[N+](=O)[O-]. Its highest occupied orbital energy is -11.795 eV. Its LUMO energy is -0.904 eV. The molar mass is 158.47 g/mol. Its HOMO-LUMO gap is 10.89 eV.

XYZ file:
```
9
Properties=species:S:1:pos:R:3:forces:R:3:mulliken_charge:R:1
C -0.3251 0.5228 -0.3173 1.9 0.5 -2.1 0.466
N 1.2500 0.3947 0.3163 -1.3 -0.1 -0.7 0.807
N -1.0813 -0.7593 0.0712 0.6 2.0 0.3 0.936
O 2.1006 0.2514 -0.5217 -0.6 0.2 1.0 -0.464
O -0.4087 -1.7223 -0.0174 1.0 -2.0 -0.3 -0.507
O 1.3156 0.4661 1.5196 0.0 -0.1 -0.9 -0.467
O -2.2015 -0.6380 0.4307 -1.5 0.0 0.3 -0.520
F -0.1708 0.4697 -1.6902 -0.1 -0.3 2.1 -0.191
Cl -1.0240 2.0176 0.1065 -0.1 -0.3 0.4 -0.061
```
Positions in Å, forces in eV/Å.

=====

2.
Here is an isolated molecule of CClIOS at a distorted geometry from OMol25. Energies are from ωB97M-V with the def2-TZVPD basis set.

The energy relative to the best compared isomer or geometry (same formula, charge and spin) is 0.0 kJ/mol. The value obtained for the total energy is -1269.4047 a.u. The SMILES is O=C(I)SCl. Its highest occupied orbital energy is -10.098 eV. Its LUMO energy is -0.655 eV. The molar mass is 222.43 g/mol. Its HOMO-LUMO gap is 9.44 eV.

XYZ file:
```
5
Properties=species:S:1:pos:R:3:forces:R:3:mulliken_charge:R:1
C 0.0574 -0.4106 0.2332 0.5 0.4 1.4 0.377
O 1.0789 -0.6479 -0.2806 1.0 -1.5 -0.4 -0.360
S -0.8251 1.0120 -0.1897 -0.9 0.4 -0.4 0.062
Cl 0.2101 1.3946 -1.8867 -0.4 0.4 0.1 -0.114
I -0.5213 -1.3481 2.1238 -0.2 0.3 -0.6 0.034
```
Positions in Å, forces in eV/Å.

=====

3.
Here is an isolated molecule of CClN3O2 at a distorted geometry from OMol25. Energies are from ωB97M-V with the def2-TZVPD basis set.

The energy relative to the best compared isomer or geometry (same formula, charge and spin) is 21.2 kJ/mol. The value obtained for the total energy is -812.8416 a.u. The SMILES is N#CN(Cl)[N+](=O)[O-]. Its highest occupied orbital energy is -11.378 eV. Its LUMO energy is -0.932 eV. The molar mass is 121.48 g/mol. Its HOMO-LUMO gap is 10.45 eV.

XYZ file:
```
7
Properties=species:S:1:pos:R:3:forces:R:3:mulliken_charge:R:1
C -0.3448 -1.2259 0.2492 2.9 2.7 -2.7 0.321
N -0.9300 -2.0676 0.7418 -0.6 -0.9 0.6 -0.314
N 0.4188 -0.2460 -0.5122 -1.6 -2.7 1.3 -0.144
N 0.1442 1.0547 -0.0603 0.1 0.2 0.1 1.206
O -0.8109 1.1151 0.6580 -0.5 0.1 0.4 -0.559
O 0.8471 1.9237 -0.4591 0.6 0.6 -0.4 -0.583
Cl 1.9010 -0.5934 -1.2962 -0.8 0.1 0.7 0.075
```
Positions in Å, forces in eV/Å.

=====

Question: Which of these has the highest HOMO-LUMO gap?
Answer: CClFN2O4